DFT (ωB97M-V/def2-TZVPD) results for a cluster of 5 separate species, C31H68IN4O15S4 in total at a distorted geometry.

The geometry in XYZ format:
```
123
Properties=species:S:1:pos:R:3:lowdin_charge:R:1
C 0.24329 -5.42509 -0.15027 -0.10
C 1.47183 -5.02756 0.76263 -0.22
C 1.52172 -3.47316 0.97286 -0.20
C 2.89161 -2.80252 0.64392 -0.19
C 3.47539 -3.14733 -0.75710 -0.15
C 2.85536 -2.28886 -1.94586 -0.09
N 2.41431 -0.94394 -1.52599 -0.06
C 3.40759 -0.11871 -1.15030 -0.02
N 2.78235 1.01637 -0.79194 0.17
C 1.43847 0.87718 -0.92981 -0.26
N 0.52736 1.79572 -0.62412 -0.08
C 1.09298 3.04765 -0.03746 -0.13
C 1.38051 4.17223 -1.09099 -0.14
C 1.66785 3.69738 -2.55153 -0.18
C 1.17041 4.81189 -3.54257 -0.28
O 2.06537 5.91077 -3.60580 -0.05
C -0.90978 1.76957 -0.76329 -0.64
I -1.68327 1.73411 -2.79673 1.04
C -1.65211 0.81365 0.26009 -0.26
C -3.14563 0.56353 -0.07881 -0.15
N 1.20228 -0.38362 -1.44124 0.08
C 0.08955 -1.20695 -1.87705 -0.14
C 0.07090 -1.46407 -3.44123 -0.15
C -0.54218 -2.89532 -3.71859 -0.08
C -2.08977 -2.79064 -3.85989 -0.52
O -2.55486 -2.36059 -4.85464 0.14
O -2.93862 -3.13876 -2.85039 0.11
H -0.26939 -6.33433 0.22717 0.08
H -0.49816 -4.60639 -0.24037 0.05
H 0.59917 -5.66960 -1.17760 0.07
H 1.24917 -5.49311 1.74675 0.09
H 2.42109 -5.47176 0.41387 0.10
H 1.34613 -3.29905 2.05939 0.12
H 0.65281 -2.99754 0.46512 0.08
H 3.61858 -3.19438 1.39225 0.12
H 2.79573 -1.71887 0.85617 0.10
H 3.26672 -4.20517 -1.01137 0.10
H 4.58366 -3.05377 -0.73350 0.11
H 3.68765 -2.14273 -2.66402 0.14
H 2.07855 -2.92043 -2.40359 0.11
H 4.47312 -0.35379 -1.13538 0.17
H 0.33813 3.47498 0.66178 0.13
H 1.94790 2.82975 0.63215 0.12
H 0.53530 4.89521 -1.11110 0.11
H 2.27901 4.72085 -0.73670 0.12
H 2.76602 3.56260 -2.66413 0.12
H 1.14001 2.77712 -2.86395 0.05
H 1.02238 4.29829 -4.52729 0.11
H 0.15464 5.09735 -3.19361 0.10
H 1.50600 6.67369 -3.82218 0.10
H -1.28363 2.76028 -0.43476 0.09
H -1.55825 1.27320 1.27004 0.12
H -1.12664 -0.16501 0.34865 0.09
H -3.73467 1.49836 -0.09540 0.08
H -3.55980 -0.04961 0.75563 0.09
H -3.28807 -0.05698 -0.98735 0.04
H 0.20850 -2.22249 -1.43471 0.10
H -0.93062 -0.89578 -1.61662 0.09
H -0.58007 -0.75602 -3.97821 0.05
H 1.10388 -1.45734 -3.84724 0.11
H -0.32213 -3.61965 -2.90405 0.10
H -0.10312 -3.26048 -4.66185 0.13
H -2.46364 -3.52349 -2.09485 0.11
O 2.90217 -7.00126 3.64219 -0.28
S 2.74822 -6.45814 4.96115 0.59
O 2.24639 -5.13143 5.16936 -0.28
O 4.14054 -6.61662 5.75321 -0.30
C 5.31768 -6.04309 5.16012 -0.27
C 5.33432 -4.52997 5.27105 -0.07
C 1.79441 -7.57217 5.93577 -0.12
H 5.41337 -6.36460 4.11985 0.12
H 6.17042 -6.44884 5.70316 0.11
H 4.53108 -4.08190 4.68574 0.06
H 6.28047 -4.12852 4.90452 0.08
H 5.19194 -4.21889 6.30681 0.09
H 2.18308 -8.57674 5.81340 0.06
H 0.76673 -7.51928 5.57756 0.08
H 1.84152 -7.25964 6.97477 0.07
O -2.47594 5.34406 -3.71175 -0.32
S -2.71365 5.80338 -5.05114 0.56
O -2.30106 7.10545 -5.47307 -0.27
O -4.25929 5.60466 -5.39914 -0.26
C -5.23861 6.21438 -4.53716 -0.25
C -5.31725 7.71652 -4.72790 -0.07
C -2.07388 4.62088 -6.19335 -0.12
H -5.03641 5.95829 -3.49449 0.11
H -6.19862 5.76849 -4.79746 0.12
H -4.39367 8.20389 -4.41570 0.07
H -6.13184 8.13853 -4.13842 0.07
H -5.47333 7.96309 -5.77904 0.09
H -2.40644 3.62734 -5.90136 0.06
H -0.98728 4.68237 -6.15206 0.06
H -2.42219 4.87278 -7.19232 0.08
O -5.41742 12.83799 -4.12131 -0.27
S -6.25644 12.16030 -3.18117 0.58
O -6.52387 10.75757 -3.29665 -0.29
O -7.64571 12.94708 -3.06370 -0.26
C -8.40446 13.16894 -4.26328 -0.25
C -9.07946 11.90344 -4.75748 -0.08
C -5.67669 12.48394 -1.54753 -0.12
H -7.76985 13.60652 -5.03716 0.12
H -9.16560 13.90849 -4.01465 0.12
H -8.34605 11.16260 -5.07632 0.07
H -9.72690 12.12100 -5.60806 0.08
H -9.67390 11.44960 -3.96308 0.09
H -5.50096 13.55118 -1.43781 0.08
H -4.74661 11.93324 -1.41726 0.08
H -6.41921 12.13319 -0.83432 0.07
O 3.20781 -9.15088 7.77567 -0.29
S 4.49573 -9.77511 7.66459 0.60
O 4.67590 -10.98623 6.92584 -0.26
O 5.10590 -9.96306 9.13086 -0.26
C 4.33591 -10.69377 10.10063 -0.25
C 4.33976 -12.18619 9.82930 -0.07
C 5.65946 -8.59020 7.07995 -0.12
H 3.31690 -10.30294 10.14747 0.12
H 4.79864 -10.50328 11.06892 0.12
H 3.82666 -12.42035 8.89647 0.07
H 3.83452 -12.72342 10.63300 0.08
H 5.36141 -12.55762 9.73866 0.09
H 5.55211 -7.67424 7.65524 0.08
H 5.43862 -8.40619 6.03536 0.06
H 6.66214 -9.00152 7.18044 0.09
```

The HOMO-LUMO gap comes out at 9.28 eV. The calculation puts the largest force on an atom at 4.68 eV/Å. Its total charge is +1.

---

DFT (ωB97M-V/def2-TZVPD) results for a cluster of 3 separate species, C31H68N3O12 in total.

The geometry in XYZ format:
```
114
Properties=species:S:1:pos:R:3:lowdin_charge:R:1
C -2.52556 -0.67685 -10.02440 -0.06
C -1.27371 0.17084 -9.82727 -0.27
O -1.66473 1.49088 -9.47439 -0.15
C -0.63444 2.43330 -9.59187 -0.19
C 0.43730 2.30583 -8.50016 -0.17
O -0.19075 1.86695 -7.30250 -0.11
C 0.68040 1.47143 -6.29279 -0.16
N 0.01142 1.73529 -5.02371 0.09
C -0.88558 0.85754 -4.56232 -0.29
N -1.38104 -0.16154 -5.32119 0.22
N -1.22583 1.08694 -3.30534 0.08
C -2.02869 0.14639 -2.50779 -0.10
C -1.20399 -0.69084 -1.53221 -0.16
C 0.01577 -1.38031 -2.15343 -0.20
C 1.12326 -1.69374 -1.13965 -0.19
C 2.52090 -1.76770 -1.77413 -0.19
C 3.47749 -2.76009 -1.08363 -0.15
C 4.78857 -2.15574 -0.57892 -0.22
O 4.70455 -1.74454 0.77179 -0.20
C 4.35416 -0.39741 0.98884 -0.10
C -0.21446 1.97896 -2.70948 -0.21
O -0.67792 3.21816 -2.27865 -0.05
C -1.90149 3.30546 -1.54813 -0.10
C -1.72859 3.02852 -0.03327 -0.37
C -1.71144 4.29722 0.82799 -0.01
O -0.57865 2.21968 0.19398 -0.05
C 0.76575 2.24793 -3.86411 -0.23
O 1.92691 1.50384 -3.66919 0.05
H -2.59192 -1.07313 -11.03468 0.07
H -2.56931 -1.51475 -9.33065 0.07
H -3.40145 -0.05249 -9.85095 0.08
H -0.66798 0.21151 -10.74093 0.12
H -0.64025 -0.24858 -9.03369 0.11
H -0.13256 2.32889 -10.56297 0.13
H -1.09591 3.41846 -9.56270 0.13
H 1.22997 1.61077 -8.80198 0.13
H 0.90139 3.28439 -8.33153 0.13
H 1.62403 2.02553 -6.29931 0.14
H 0.89623 0.40203 -6.37755 0.15
H -1.26987 -1.10355 -4.98225 0.12
H -1.94331 0.00938 -6.14042 0.13
H -2.56453 -0.48689 -3.20934 0.12
H -2.78164 0.71996 -1.97232 0.11
H -0.91325 -0.08565 -0.66949 0.10
H -1.88849 -1.45213 -1.15302 0.13
H 0.45687 -0.77080 -2.95159 0.09
H -0.30961 -2.31901 -2.61526 0.12
H 0.89566 -2.63111 -0.62698 0.12
H 1.11150 -0.91503 -0.37150 0.11
H 2.42658 -2.01202 -2.83535 0.11
H 2.96483 -0.77012 -1.71122 0.10
H 2.98745 -3.19881 -0.21243 0.11
H 3.71482 -3.58490 -1.75858 0.11
H 5.09453 -1.30730 -1.20636 0.11
H 5.58656 -2.89695 -0.63029 0.12
H 4.77970 -0.09254 1.94326 0.09
H 3.26644 -0.25706 1.03498 0.08
H 4.75996 0.25004 0.20251 0.09
H 0.30896 1.42961 -1.92230 0.16
H -2.25327 4.32207 -1.70755 0.13
H -2.64447 2.64791 -2.00075 0.11
H -2.57276 2.40822 0.26980 0.13
H -1.92832 5.20301 0.26250 0.08
H -0.72079 4.41430 1.26924 0.09
H -2.40829 4.22164 1.66034 0.07
H 0.17614 2.70430 -0.17074 0.10
H 0.94745 3.31460 -3.97041 0.18
H 2.71096 1.98514 -3.96414 0.12
C -4.60528 6.34757 7.88785 -0.11
O -4.29361 5.08424 7.34630 -0.20
C -4.61152 4.02804 8.23278 -0.21
C -4.63335 2.70491 7.50188 -0.18
O -5.81141 2.48816 6.74002 -0.12
C -5.89357 3.14247 5.48745 -0.19
C -5.11890 2.45307 4.38618 -0.21
O -3.73454 2.73606 4.48610 -0.19
C -2.94607 1.83048 3.75777 -0.12
H -4.04201 6.54076 8.80828 0.09
H -4.33546 7.09692 7.14643 0.09
H -5.67500 6.43188 8.11085 0.09
H -5.59195 4.20244 8.69422 0.13
H -3.86018 3.97618 9.03347 0.13
H -4.63194 1.91373 8.25383 0.13
H -3.73622 2.60105 6.88715 0.12
H -5.59169 4.18987 5.56117 0.12
H -6.94984 3.10430 5.21274 0.13
H -5.49691 2.80519 3.41465 0.13
H -5.28815 1.37049 4.44915 0.13
H -3.07982 0.80103 4.10944 0.09
H -1.90481 2.11888 3.89094 0.09
H -3.19025 1.86424 2.68593 0.07
C 6.77766 -3.70055 4.46217 -0.11
O 5.41481 -4.04881 4.51558 -0.19
C 4.69974 -3.59029 3.38450 -0.22
C 3.37419 -4.30499 3.25661 -0.18
O 3.46975 -5.60445 2.69461 -0.13
C 3.90261 -6.64020 3.56417 -0.18
C 2.82211 -7.16273 4.48380 -0.21
O 2.61335 -6.27820 5.56699 -0.19
C 1.38965 -6.51038 6.22355 -0.11
H 6.91441 -2.61238 4.43346 0.09
H 7.25127 -4.09120 5.36047 0.09
H 7.26546 -4.13402 3.58112 0.09
H 5.28248 -3.74206 2.46876 0.12
H 4.50657 -2.51247 3.48435 0.12
H 2.76933 -3.73331 2.54788 0.12
H 2.85877 -4.32269 4.21965 0.12
H 4.77356 -6.33009 4.14589 0.12
H 4.19779 -7.46046 2.90676 0.13
H 3.13002 -8.14777 4.86256 0.13
H 1.89186 -7.29116 3.91452 0.13
H 0.54068 -6.37393 5.54292 0.09
H 1.31425 -5.79190 7.03714 0.09
H 1.34048 -7.52325 6.64052 0.09
```

The HOMO-LUMO gap comes out at 7.82 eV. The calculation puts the largest force on an atom at 0.91 eV/Å. Its total charge is +1.